Record 1
{
  "formula": "C60H85BrCs2FIKN5O8PS3",
  "method": "ωB97M-V with the def2-TZVPD basis set",
  "elements": ["C", "C", "C", "C", "C", "C", "C", "C", "N", "C", "C", "C", "C", "C", "C", "C", "C", "C", "S", "S", "C", "C", "C", "N", "C", "C", "P", "O", "I", "C", "C", "O", "O", "C", "C", "C", "S", "C", "C", "H", "H", "H", "H", "H", "H", "H", "H", "H", "H", "H", "H", "H", "H", "H", "H", "H", "H", "H", "H", "H", "H", "H", "H", "H", "H", "H", "H", "H", "H", "H", "H", "H", "H", "H", "H", "H", "H", "H", "H", "H", "H", "H", "H", "H", "H", "H", "H", "H", "H", "H", "N", "C", "C", "C", "C", "C", "H", "H", "H", "H", "H", "C", "C", "N", "C", "C", "C", "C", "H", "H", "H", "H", "H", "H", "H", "H", "H", "H", "H", "H", "H", "H", "H", "Br", "F", "K", "Cs", "C", "C", "C", "C", "C", "C", "C", "O", "C", "C", "C", "C", "C", "C", "C", "O", "H", "H", "H", "H", "H", "H", "H", "H", "N", "C", "C", "C", "C", "C", "H", "H", "H", "H", "H", "C", "O", "O", "O", "H", "Cs"],
  "positions_angstrom": [[-5.9441, 3.0474, 4.4070], [-7.1980, 3.1996, 3.4998], [-6.9284, 2.9993, 1.9794], [-5.4481, 2.9254, 1.5528], [-5.2933, 2.7724, 0.0334], [-3.7777, 2.6856, -0.3385], [-3.2499, 1.2417, -0.0034], [-1.9171, 1.2868, 0.8294], [-0.8984, 0.4276, 0.2097], [0.3956, 0.3994, 0.9483], [0.3168, 0.0612, 2.4640], [0.9637, 1.1760, 3.3461], [0.3288, 2.5843, 3.2005], [1.0933, 3.5518, 2.2385], [2.6224, 3.6272, 2.5012], [3.4880, 2.7349, 1.5727], [3.1230, 2.7991, 0.0434], [-0.5493, 0.9098, -1.0898], [-0.4449, 2.4500, -1.5451], [-0.1533, -0.4277, -2.2640], [1.6722, -0.3371, -2.3202], [2.3631, -1.3788, -3.2408], [1.4417, -2.3074, -4.0498], [1.1357, -3.5634, -3.3173], [1.0051, -3.4952, -1.9728], [0.7076, -4.5843, -1.1940], [0.4665, -4.4232, 0.6438], [0.6443, -2.7826, 0.8965], [2.2572, -5.6330, 1.7532], [0.5720, -5.8572, -1.8114], [0.2828, -7.1525, -1.0838], [1.1580, -7.9064, -0.7643], [-1.0359, -7.5311, -0.8229], [0.7100, -5.9132, -3.2073], [0.9684, -4.7639, -3.9295], [1.0312, -4.9512, -5.4386], [-0.5593, -4.3369, -6.1217], [-1.8438, -4.8618, -4.9556], [-2.3147, -6.3412, -5.1306], [-5.1128, 3.7120, 4.1141], [-5.5486, 2.0154, 4.2748], [-6.1494, 3.1906, 5.4763], [-7.9429, 2.4556, 3.8171], [-7.5811, 4.2547, 3.6115], [-7.4358, 3.8065, 1.4225], [-7.4323, 2.0592, 1.6662], [-4.9853, 2.0556, 2.0538], [-4.8846, 3.8146, 1.8760], [-5.6819, 3.7074, -0.4353], [-5.8538, 1.9132, -0.3776], [-3.2291, 3.4389, 0.2422], [-3.6547, 2.8277, -1.4265], [-3.1729, 0.5892, -0.8872], [-4.0328, 0.7927, 0.6321], [-1.6018, 2.3333, 0.9723], [-2.1969, 0.9235, 1.8298], [0.9815, 1.3247, 0.8092], [0.9974, -0.3946, 0.4624], [0.9723, -0.8179, 2.6146], [-0.6736, -0.2437, 2.8247], [0.7585, 0.8565, 4.3856], [2.0531, 1.1534, 3.2308], [0.4085, 3.0538, 4.1992], [-0.7495, 2.5617, 2.9832], [0.6833, 4.5539, 2.4701], [0.8342, 3.3806, 1.1810], [2.9197, 4.6842, 2.4078], [2.7841, 3.3281, 3.5526], [4.5243, 3.1076, 1.6582], [3.5309, 1.6765, 1.8692], [2.3542, 3.5373, -0.2146], [4.0570, 3.0440, -0.5170], [2.8559, 1.7752, -0.2761], [2.0480, -0.5060, -1.2961], [2.0192, 0.6781, -2.5703], [2.9847, -0.8299, -3.9658], [3.0692, -1.9943, -2.6629], [1.9862, -2.5691, -4.9694], [0.4909, -1.8724, -4.3914], [1.1251, -2.5569, -1.4314], [-0.0892, -2.3690, 0.4010], [-1.4697, -6.8711, -0.2569], [0.6067, -6.8626, -3.7342], [1.8363, -4.3803, -5.9175], [1.2143, -6.0147, -5.6346], [-1.5633, -4.7219, -3.8979], [-2.7052, -4.1950, -5.1254], [-2.8470, -6.6655, -4.2057], [-2.9445, -6.4150, -6.0271], [-1.4116, -6.9652, -5.2254], [-7.3776, 4.9050, -1.9590], [-7.8748, 6.1304, -2.1628], [-8.6349, 6.4705, -3.2577], [-8.8994, 5.4821, -4.2076], [-8.3996, 4.2163, -4.0179], [-7.6408, 3.9791, -2.8676], [-7.6370, 6.8635, -1.4002], [-9.0145, 7.4792, -3.3746], [-9.4904, 5.7079, -5.0831], [-8.5839, 3.4290, -4.7359], [-7.2222, 2.9989, -2.6665], [4.8784, 1.5561, 9.1884], [5.0204, 2.7937, 8.3132], [5.0702, 2.5042, 6.8937], [5.4716, 3.6427, 6.0860], [4.5347, 4.8614, 6.0586], [3.9678, 1.7234, 6.3655], [2.5476, 2.2832, 6.5311], [5.6793, 0.8424, 8.9873], [4.9356, 1.8392, 10.2410], [3.9202, 1.0545, 9.0396], [5.9508, 3.2910, 8.5986], [4.2081, 3.4953, 8.5621], [5.6525, 3.3094, 5.0534], [6.4418, 3.9793, 6.4434], [3.6543, 4.6835, 5.4389], [5.0623, 5.7115, 5.6200], [4.2075, 5.1601, 7.0566], [3.9957, 0.7330, 6.8308], [4.1496, 1.5266, 5.3042], [2.3710, 2.6847, 7.5297], [1.8190, 1.4825, 6.3722], [2.3286, 3.0600, 5.7991], [7.8717, 3.2792, 4.6842], [-8.7763, 5.3372, 3.0308], [-4.1219, -7.3360, -3.0289], [-10.9670, 6.3516, -3.8429], [9.1257, 1.8688, -5.9160], [7.8224, 2.3226, -5.7355], [7.2592, 2.3316, -4.4700], [7.9921, 1.8760, -3.3809], [9.2922, 1.3988, -3.5653], [9.8583, 1.4078, -4.8341], [10.0785, 0.8613, -2.4138], [11.2090, 0.4513, -2.5783], [9.4408, 0.8319, -1.0725], [10.1232, 0.2845, 0.0102], [9.5301, 0.2659, 1.2664], [8.2567, 0.8010, 1.4448], [7.5789, 1.3414, 0.3704], [8.1597, 1.3525, -0.8881], [7.3886, 1.9061, -2.0222], [6.2809, 2.3686, -1.8276], [9.5678, 1.8712, -6.9044], [7.2478, 2.6718, -6.5844], [6.2477, 2.6903, -4.3295], [10.8699, 1.0511, -4.9771], [11.1130, -0.1304, -0.1267], [10.0588, -0.1642, 2.1070], [7.7907, 0.7958, 2.4224], [6.5878, 1.7522, 0.5118], [-8.1322, -5.8089, -2.1510], [-8.8176, -5.6306, -1.0187], [-10.0628, -5.0272, -0.9590], [-10.6313, -4.5786, -2.1388], [-9.9381, -4.7511, -3.3259], [-8.7007, -5.3696, -3.2774], [-8.3334, -5.9945, -0.1197], [-10.5728, -4.9121, -0.0128], [-11.6027, -4.1009, -2.1340], [-10.3485, -4.4142, -4.2678], [-8.1248, -5.5290, -4.1831], [-4.2386, -12.1197, -4.0709], [-3.9564, -10.9254, -3.6532], [-3.1710, -12.9702, -3.8097], [-5.2127, -12.5545, -4.6170], [-2.6567, -12.2578, -3.3985], [-1.8147, -10.4673, -3.9032]],
  "mulliken_charge": [-1.126, -0.281, -0.735, -0.064, -0.483, -0.680, -0.714, -0.782, 0.216, 0.558, -1.461, 0.006, -1.247, -0.730, -0.217, -0.342, -0.532, 0.244, -0.117, -0.207, -0.379, -1.409, -0.735, 0.462, 0.389, -0.302, -0.329, -0.188, 0.027, 0.323, -0.483, -0.383, -0.443, -0.102, -0.492, -1.282, -0.108, -0.445, -0.673, 0.229, 0.236, 0.395, 0.246, 0.269, 0.188, 0.266, 0.077, 0.260, 0.133, 0.388, 0.353, 0.306, 0.278, 0.653, 0.158, 0.436, -0.538, 0.109, 0.318, 0.558, 0.281, 0.146, 0.609, 0.448, 0.547, 0.132, 0.592, -0.705, 0.754, 0.127, 0.292, 0.311, -0.226, 0.104, 0.754, 0.525, 0.305, 0.462, 0.529, 0.929, 0.313, 0.395, 0.651, 0.551, 0.483, 0.200, 0.524, -0.134, 0.466, 0.237, -0.236, -0.449, -1.032, 0.120, -0.515, 0.052, 0.429, 0.554, 0.275, 0.353, 0.401, -1.453, -0.336, 0.295, -0.677, -1.028, -0.864, -0.520, 0.334, 0.439, 0.289, 0.495, 0.268, 0.107, 0.560, 0.111, 0.389, 0.292, 0.373, 0.329, 0.467, 0.205, -0.076, -0.589, -0.948, 0.935, 1.006, -0.483, -0.512, -0.500, 0.158, 0.081, -0.565, 0.503, -0.667, 0.589, -0.682, -0.543, -0.654, -0.705, 0.116, 0.430, -0.650, 0.399, 0.406, 0.480, 0.480, 0.473, 0.416, 0.470, 0.904, -0.362, -0.167, -0.433, -0.180, -0.492, -0.039, 0.329, 0.359, 0.377, 0.349, 0.285, 0.807, -0.929, -0.377, -0.508, 0.092, 0.918],
  "gap_ev": 1.107,
  "e_tot_ha": -8359.96201,
  "charge": 1
}

=====

Record 2
{
  "formula": "C60H90F3O44",
  "method": "ωB97M-V with the def2-TZVPD basis set",
  "elements": ["C", "O", "O", "C", "F", "F", "F", "C", "C", "H", "H", "H", "H", "H", "H", "C", "C", "C", "O", "C", "O", "O", "H", "H", "H", "H", "H", "H", "C", "C", "C", "O", "C", "O", "O", "H", "H", "H", "H", "H", "H", "C", "C", "C", "O", "C", "O", "O", "H", "H", "H", "H", "H", "H", "C", "C", "C", "O", "C", "O", "O", "H", "H", "H", "H", "H", "H", "C", "C", "C", "O", "C", "O", "O", "H", "H", "H", "H", "H", "H", "C", "C", "C", "O", "C", "O", "O", "H", "H", "H", "H", "H", "H", "C", "C", "C", "O", "C", "O", "O", "H", "H", "H", "H", "H", "H", "C", "C", "C", "O", "C", "O", "O", "H", "H", "H", "H", "H", "H", "C", "C", "C", "O", "C", "O", "O", "H", "H", "H", "H", "H", "H", "C", "C", "C", "O", "C", "O", "O", "H", "H", "H", "H", "H", "H", "C", "C", "C", "O", "C", "O", "O", "H", "H", "H", "H", "H", "H", "C", "C", "C", "O", "C", "O", "O", "H", "H", "H", "H", "H", "H", "C", "C", "C", "O", "C", "O", "O", "H", "H", "H", "H", "H", "H", "C", "C", "C", "O", "C", "O", "O", "H", "H", "H", "H", "H", "H"],
  "positions_angstrom": [[-0.4566, 1.6977, 0.4547], [0.2883, 1.0231, -0.5716], [-1.5821, 2.3340, -0.0933], [-0.5633, 0.7802, 1.7502], [0.4126, -0.1198, 1.8251], [-0.3912, 1.3187, 2.9611], [-1.6797, 0.0706, 1.7494], [-0.2247, -0.1845, -1.2146], [0.9944, -0.8493, -1.8897], [1.6376, -0.1154, -2.3751], [1.6589, -1.2441, -1.1211], [0.7098, -1.6617, -2.5584], [-0.9477, 0.0726, -1.9887], [-0.5721, -0.9183, -0.4874], [0.2189, 2.5120, 0.7171], [-4.8748, 0.6269, -3.3714], [-4.9476, -0.4142, -2.3039], [-3.9614, -0.2411, -1.1483], [-4.8097, 0.1642, -0.0841], [-6.0911, -0.0874, -0.4228], [-7.1069, -0.0821, 0.3213], [-6.2271, -0.1935, -1.6910], [-3.8689, 0.6775, -3.7882], [-5.1592, 1.6272, -3.0450], [-5.6329, 0.4339, -4.1305], [-4.8335, -1.4677, -2.5593], [-3.2772, 0.5758, -1.3775], [-3.4913, -1.2146, -1.0087], [-3.8701, 5.4811, 0.9240], [-3.9298, 4.9375, -0.5048], [-4.8732, 3.7792, -0.7898], [-5.4939, 4.2285, -1.9534], [-5.2525, 5.4840, -2.2297], [-5.7026, 6.1089, -3.1408], [-4.4360, 5.9697, -1.3211], [-4.8775, 5.5094, 1.3395], [-3.3391, 6.4267, 1.0330], [-3.3377, 4.6758, 1.4301], [-2.9386, 4.6885, -0.8836], [-5.6137, 3.6057, -0.0089], [-4.2845, 2.8628, -0.7500], [-0.1812, 4.5129, 3.5639], [-1.1936, 5.0287, 4.6416], [-0.6018, 6.0546, 5.5634], [-1.6277, 6.9903, 5.5916], [-2.3263, 6.8917, 4.4491], [-3.0915, 7.7325, 4.0298], [-2.1586, 5.7260, 3.9414], [-0.7672, 3.9644, 2.8265], [0.5845, 3.9177, 4.0615], [0.2568, 5.3513, 3.0223], [-1.6086, 4.2943, 5.3320], [0.3334, 6.4332, 5.1507], [-0.4055, 5.5221, 6.4940], [-0.6026, -3.9793, 5.7562], [0.1375, -3.1668, 4.7121], [0.0218, -1.6574, 4.7945], [1.2998, -1.2954, 5.0244], [2.1417, -2.3197, 4.9061], [3.3627, -2.2750, 5.0820], [1.4745, -3.4424, 4.8296], [-0.5432, -5.0440, 5.5301], [-1.6769, -3.8073, 5.8212], [-0.2968, -3.9642, 6.8023], [-0.2934, -3.5423, 3.7840], [-0.5006, -1.3628, 5.7046], [-0.3677, -1.2045, 3.8827], [4.2509, 0.6693, 3.0704], [4.0745, -0.3697, 1.9616], [3.8124, 0.1821, 0.5408], [4.7579, -0.6344, -0.1683], [5.5838, -1.2908, 0.6313], [6.4115, -2.1388, 0.2363], [5.3269, -1.0956, 1.9280], [3.2001, 0.8852, 3.2634], [4.7006, 1.6289, 2.8154], [4.7429, 0.2553, 3.9505], [3.2439, -1.0366, 2.1927], [4.0317, 1.2489, 0.5864], [2.7683, -0.0595, 0.3419], [2.2392, 4.5815, 0.2109], [1.5349, 5.7766, -0.4284], [0.0594, 5.5110, -0.7396], [-0.6298, 6.5884, -0.1120], [0.2256, 7.2681, 0.6237], [-0.1073, 8.2509, 1.3080], [1.4205, 6.6445, 0.6752], [1.6603, 4.1296, 1.0164], [3.2033, 4.9080, 0.6006], [2.4146, 3.8405, -0.5690], [2.0590, 6.2813, -1.2400], [-0.3406, 4.5864, -0.3234], [-0.2668, 5.5287, -1.7795], [3.9711, 1.6220, -4.0130], [4.6181, 1.3239, -2.6891], [6.1091, 1.1584, -2.6098], [6.4954, 2.1489, -1.6950], [5.4342, 2.8720, -1.3080], [5.5458, 3.8237, -0.5356], [4.3429, 2.5250, -1.9363], [4.2924, 2.5832, -4.4142], [2.8965, 1.7815, -3.9245], [4.2247, 0.8988, -4.7882], [4.0732, 0.5197, -2.1946], [6.4730, 1.4737, -3.5877], [6.3640, 0.1158, -2.4200], [1.8419, -3.3101, 1.2487], [3.0162, -4.1145, 1.6898], [2.7028, -5.1701, 2.6982], [3.2174, -6.3740, 2.1127], [3.7428, -6.0644, 0.9032], [4.3210, -6.8296, 0.1671], [3.5365, -4.8152, 0.5851], [1.0590, -3.9908, 0.9142], [2.0564, -2.6468, 0.4108], [1.4474, -2.7590, 2.1023], [3.7138, -3.3593, 2.0521], [1.6279, -5.2129, 2.8733], [3.2657, -4.9684, 3.6095], [-2.9219, -3.4787, 0.8022], [-3.9189, -3.7772, 1.9874], [-3.7025, -2.8879, 3.1904], [-4.9583, -2.2027, 3.3543], [-5.8119, -2.5891, 2.4154], [-6.9955, -2.3216, 2.3589], [-5.1847, -3.3588, 1.6037], [-2.6493, -2.4324, 0.6643], [-3.1912, -3.9919, -0.1209], [-1.9935, -3.9591, 1.1108], [-4.0636, -4.8468, 2.1389], [-2.9525, -2.1286, 2.9688], [-3.3078, -3.4401, 4.0432], [1.7375, -0.9651, -5.3889], [0.6191, -1.9845, -5.4526], [0.1301, -2.3150, -6.8463], [0.3464, -3.6566, -6.9307], [0.8566, -4.1457, -5.7251], [1.0836, -5.3102, -5.4743], [1.1410, -3.1851, -4.9385], [1.2700, -0.0526, -5.7589], [2.5839, -1.3228, -5.9752], [2.1752, -0.7054, -4.4250], [-0.1907, -1.7275, -4.7699], [0.7416, -1.8069, -7.5920], [-0.9453, -2.2077, -6.9880], [-3.2396, 1.0124, 4.7290], [-3.7371, 2.1241, 3.7454], [-4.7256, 1.7914, 2.6299], [-5.6635, 2.8543, 2.8167], [-5.4050, 3.5376, 3.9980], [-6.0913, 4.4556, 4.4264], [-4.3077, 3.1091, 4.5321], [-2.9260, 0.0686, 4.2830], [-3.9364, 0.7731, 5.5323], [-2.3490, 1.3349, 5.2686], [-2.8552, 2.6301, 3.3525], [-5.1451, 0.8148, 2.8715], [-4.1634, 1.8277, 1.6968], [5.4277, -5.2939, -2.8774], [4.3591, -4.3625, -3.4193], [3.8607, -3.4033, -2.3927], [4.0969, -2.1034, -2.9528], [4.7668, -2.2731, -4.0971], [5.2915, -1.2980, -4.6810], [4.9556, -3.5764, -4.3999], [6.0780, -4.7302, -2.2085], [6.0196, -5.7991, -3.6406], [5.0112, -6.0815, -2.2494], [3.4931, -4.8499, -3.8671], [4.4039, -3.5265, -1.4558], [2.8103, -3.6295, -2.2096], [0.5564, -5.4400, -1.7211], [-0.4789, -6.3724, -0.9824], [0.0612, -7.6831, -0.4279], [-0.2756, -7.6617, 0.9246], [-0.8046, -6.4852, 1.2766], [-1.1403, -6.1667, 2.4076], [-0.8876, -5.7470, 0.1676], [1.4483, -5.2820, -1.1146], [0.1852, -4.4457, -1.9696], [0.7783, -5.8392, -2.7108], [-1.3835, -6.4487, -1.5856], [1.1178, -7.8180, -0.6589], [-0.5507, -8.3657, -1.0175], [1.0569, 3.8135, -3.9364], [0.0189, 2.9135, -3.3048], [-1.4154, 3.4119, -3.3842], [-2.0817, 2.4361, -4.1060], [-1.2152, 1.4944, -4.4557], [-1.5440, 0.5605, -5.1998], [-0.0205, 1.7105, -3.9822], [0.8920, 4.1261, -4.9675], [2.1207, 3.6372, -3.7774], [1.0183, 4.7866, -3.4469], [0.3422, 2.7435, -2.2778], [-1.4547, 4.3544, -3.9303], [-1.6796, 3.5524, -2.3361]],
  "mulliken_charge": [0.433, 0.400, -0.020, 0.000, 0.172, -0.238, 0.263, 0.117, 1.121, -0.743, -1.052, 0.338, -0.418, -0.006, -1.498, -1.200, 0.442, 1.039, 0.568, 0.095, -0.639, -0.409, 0.097, 0.278, 0.455, 0.378, -0.997, -0.021, -1.329, 1.933, 0.816, -0.417, 0.517, -0.630, -0.522, 0.462, 0.421, -0.068, -1.005, 0.222, -0.474, -0.651, 0.344, -0.404, -0.422, 0.526, -0.600, -0.084, -0.489, 0.516, 0.424, 0.030, 0.256, 0.423, -1.837, 1.441, 0.658, -0.334, 0.622, -0.623, -0.396, 0.431, 0.299, 0.431, -0.370, 0.301, -0.586, -1.706, 2.159, 0.954, 0.026, 0.408, -0.666, -0.371, 0.339, 0.403, 0.395, -1.372, 0.140, -0.593, -0.427, 0.640, 0.793, -0.384, 0.480, -0.653, -0.386, -0.138, 0.632, -0.266, 0.326, -0.550, -0.058, -1.303, 2.612, -0.377, -0.380, 0.546, -0.641, -0.176, 0.652, -0.528, 0.351, -1.203, 0.387, 0.247, 1.287, 1.039, 0.081, -0.418, 0.222, -0.616, -0.057, -0.290, -0.437, -0.949, -0.339, 0.039, 0.352, 0.432, 0.133, 1.091, -0.407, 0.695, -0.611, -0.419, -0.749, 0.684, -0.522, 0.340, -0.626, -0.009, -0.958, 0.426, -0.246, -0.423, 0.311, -0.592, 0.224, 0.446, 0.645, -0.638, 0.148, 0.281, 0.295, -1.515, 2.176, 1.198, -0.408, 0.581, -0.636, -0.507, -0.166, 0.533, 0.272, -0.904, -0.005, -0.644, -1.456, 0.780, 0.453, 1.064, -0.166, -0.660, -0.391, 0.350, 0.398, 0.323, 0.046, -0.212, -0.504, -0.852, 0.283, -0.571, -0.408, 0.588, -0.558, -0.058, -0.231, 0.184, 0.572, 0.417, 0.320, 0.362, -1.758, 2.425, -0.050, -0.262, 0.544, -0.682, -0.075, 0.430, 0.283, 0.376, -1.207, 0.314, -0.345],
  "gap_ev": 7.952,
  "e_tot_ha": -5950.60268,
  "charge": -1,
  "de_lowest_kj_mol": 561.6
}